Entry 1:
6
Properties=species:S:1:pos:R:3:mulliken_charge:R:1 method="wB97M-V/def2-TZVPD" e_tot_ev=-13608.990 e_above_lowest_kcal_mol=2.9
H -0.9145 1.0674 -0.0024 -0.073
S 1.7218 0.0689 0.1536 -0.308
H 1.8789 1.3205 -0.3347 0.108
B -0.2531 0.0841 0.0856 0.370
H -1.6838 -1.4253 0.0989 0.344
O -0.7493 -1.1156 -0.0010 -0.441

=====

Entry 2:
111
Properties=species:S:1:pos:R:3:mulliken_charge:R:1 method="wB97M-V/def2-TZVPD" e_tot_ev=-277910.487 total_charge=-2 e_above_lowest_kcal_mol=0.0
C -1.6973 -1.0280 2.7078 0.102
C -4.0177 1.6989 -1.9313 -0.284
H -5.2037 1.4559 2.8184 0.384
C -1.9161 -2.0589 1.6912 0.131
H 2.2766 -2.8397 -4.4118 0.481
Si -1.3209 1.7441 -0.4383 3.108
Zn -0.1357 -0.2776 0.2628 0.505
H 3.6345 2.6277 -2.4421 0.574
H 6.0196 -0.8310 -3.3196 0.389
H 4.2577 -0.1237 -8.7204 0.360
H 4.8846 -2.0594 -1.4957 0.471
C 3.2412 0.4241 -6.2378 -0.636
H -4.4786 -3.6381 3.3598 0.397
C 2.8541 -1.1593 0.1636 0.337
H -6.1770 -0.6908 -3.0257 0.323
H 3.1083 -5.5177 1.8050 0.384
C -4.1115 3.2792 3.1555 -0.522
Si 2.6199 4.4203 1.4187 -0.129
C 3.4126 5.4962 0.1029 -1.159
C 0.2969 2.7778 0.3927 -1.169
O -1.2200 -2.0873 0.6278 -0.667
H 1.1357 6.2004 2.2736 0.270
C -1.0883 3.0436 -1.8843 0.490
Br -4.5230 -1.9073 5.7043 -0.321
C -3.0284 4.0512 2.7478 -0.673
C 3.9229 1.5980 -2.2381 -0.471
H -2.8001 4.9811 3.2622 0.368
H -4.7400 3.6024 3.9797 0.330
H 0.5187 1.9650 -2.8351 -0.001
C 2.9791 -3.5237 1.0158 -0.425
C 4.9296 0.9882 -2.9824 -0.495
C -1.6178 5.1742 -2.9659 -1.009
C 2.4168 0.4598 -5.1224 -0.330
H -0.6422 -1.5090 -4.6754 0.510
C -5.2982 -0.2470 -2.5715 -0.665
C -2.4623 2.4300 0.9941 0.150
H -2.5242 4.4782 -1.1522 0.360
C -5.1499 1.1382 -2.5214 -0.693
H -0.5184 5.6596 -4.7545 0.358
C 0.0908 3.7738 -3.9042 -0.765
C -2.9801 0.9202 -1.3727 0.118
C 3.9120 3.3322 2.2110 -0.866
C 3.3754 -1.9602 -6.0732 -0.785
O 0.9476 -2.1327 -2.5639 -0.815
H -1.4089 -0.4836 -3.4119 0.018
C 4.6167 -0.8133 -7.9529 -1.517
H 2.6864 6.2271 3.1542 0.332
N -0.7199 -0.1381 2.4178 0.123
H 0.8555 3.5937 -4.6579 0.324
H -1.3703 4.2433 1.4016 0.305
H 6.5430 -3.0326 2.4195 0.360
C -0.1171 2.8512 -2.8839 0.511
H 3.5168 1.3528 -6.7323 0.377
H 1.9633 -3.6239 0.6373 0.489
C 3.2648 0.8932 -1.2366 0.281
C -2.2185 3.6291 1.6905 -0.202
C 4.9053 -4.4007 2.1771 -0.350
H -0.4869 0.2935 -4.7351 0.375
H -2.7084 0.2219 5.6954 0.281
H -3.7995 0.7339 0.9384 0.231
C -1.8102 4.2483 -1.9412 -0.436
C -2.1603 0.1230 4.7696 -0.895
H -4.4057 -2.1327 -2.0357 0.405
C 5.2631 -0.3340 -2.7219 -0.934
H -2.2077 6.0849 -2.9885 0.392
H 1.4559 4.9929 3.5319 0.285
C -2.9598 -2.9568 1.9970 -0.317
C 5.5471 -3.1777 2.0164 -0.788
C 3.6167 -4.5685 1.6750 -0.695
H -5.9219 1.7828 -2.9396 0.354
C 2.5520 -1.9338 -4.9501 -0.795
H 4.3740 2.6863 1.4536 0.221
H -2.4150 -1.1292 -1.0242 0.168
C -0.6715 4.9394 -3.9594 -0.641
H 3.4325 2.6764 2.9511 0.253
H 2.4669 1.3586 -0.6673 -0.031
C -1.1947 1.0227 4.4315 -1.072
C 3.6117 -0.4211 -0.9402 -0.151
H -3.9451 2.7835 -1.8979 0.171
H 4.7038 3.9059 2.7138 0.354
H 5.4048 -5.2175 2.6878 0.352
H 4.2650 4.9957 -0.3717 0.296
C -0.4845 0.8570 3.2298 -0.587
H 3.7625 6.4500 0.5137 0.359
C 3.6268 -2.3063 0.8207 -0.089
H 2.6729 5.7133 -0.6798 0.346
Br -3.3454 -4.3201 0.7314 -0.256
H 5.4386 1.5313 -3.7710 0.419
C -3.5684 1.6736 1.4369 -0.099
C 3.7244 -0.7857 -6.7344 1.243
C -4.3742 2.0820 2.4983 -0.835
C 4.9118 -2.1419 1.3337 0.108
H 2.0454 1.4116 -4.7393 0.317
C -3.1707 -0.4653 -1.4460 -0.149
C -3.7055 -2.9021 3.1820 -0.335
H -0.9702 1.8622 5.0765 0.428
S 0.9240 -0.7325 -3.0900 1.562
H 5.4159 -1.1886 1.1962 0.413
C -2.4625 -0.9457 3.8973 0.945
H 5.6401 -0.5171 -7.6980 0.271
C 2.0610 -0.7260 -4.4953 -0.772
C -4.3042 -1.0484 -2.0219 -0.904
N 1.6987 -0.8961 0.5795 -0.006
C -0.5661 -0.5883 -4.0909 -0.902
C 1.2820 3.4358 0.7436 -0.053
C -3.4639 -1.9262 4.1085 0.075
H 4.6583 -1.8150 -8.3854 0.372
C 4.6157 -1.0292 -1.7001 -0.193
H 0.2938 1.5526 2.9248 0.640
H 3.7487 -2.9118 -6.4434 0.294
C 1.9181 5.5710 2.7196 -1.067

=====

Entry 3:
111
Properties=species:S:1:pos:R:3:mulliken_charge:R:1 method="wB97M-V/def2-TZVPD" e_tot_ev=-137564.348 spin_multiplicity=3 total_charge=-1
S 2.4913 4.0236 -2.6126 -0.340
H -2.1374 -3.4924 -2.2176 0.245
H 4.3685 2.9793 -1.4021 0.533
C 0.9572 3.4368 -1.9879 0.438
C -4.6367 -0.0535 2.1097 -1.393
Cl 4.0131 -3.4050 -0.8664 -0.211
H 1.3931 -0.9760 3.6274 0.307
Cl 2.1111 -2.9517 -2.9734 -0.154
H -1.1075 1.8926 -2.1177 -1.311
C 3.0566 -2.2064 -1.6986 0.742
H -3.4372 -1.7597 2.4996 0.249
C -3.5394 1.8172 1.1191 -0.372
N 1.0727 2.4906 -1.0731 0.953
H -0.6289 3.8345 -3.3885 0.121
H -0.2611 1.1013 -6.1075 0.427
C -3.5208 -0.3782 -4.1392 -1.374
O 0.9831 -7.4851 -1.1017 -0.500
Si -0.8874 -2.3892 2.2366 1.069
C -0.3662 -1.3561 -4.3617 -1.251
C -3.6996 -0.9154 -1.2360 -0.078
H 4.8285 1.9591 0.7735 0.508
N -1.0972 1.6914 0.6704 1.304
H 1.3679 4.2464 0.8087 0.258
W -0.0423 0.1233 -0.3051 0.225
C 0.6212 -5.0525 -0.9151 -0.946
H -3.1041 0.1432 -4.9936 0.338
C 2.2539 -1.4129 -0.6343 -0.575
C -2.2824 -0.2263 1.5358 0.694
H -4.3588 -0.4432 -0.5171 0.510
H -3.6164 2.5727 -1.5027 0.096
H -0.5968 2.6273 3.9898 0.325
C 0.2010 -8.4999 -1.6766 -0.309
H -3.2755 -1.4307 -4.2366 0.283
H -4.8949 1.9135 -2.5003 0.414
H -1.5524 1.7967 -5.1553 0.352
Si -0.8255 3.1831 1.5210 1.391
H 0.7811 4.8709 2.3330 0.562
H -0.0932 -9.2256 -0.8968 0.250
H -2.3605 4.4881 -0.0973 0.368
H -2.1222 -2.8423 4.4050 0.447
C 2.0583 0.6164 2.3979 0.462
O -0.7381 -1.6118 -1.1013 -0.160
H -2.6293 4.9595 1.5624 0.462
C -1.4156 -2.0837 4.0823 -1.518
C -0.8900 -6.5909 -2.0095 0.954
H -2.9137 -1.4301 -0.6871 -0.865
H -2.2154 2.2612 3.4290 0.281
C -1.8618 4.6785 0.8476 -1.839
C -2.1296 -3.6597 1.4763 -1.402
H -2.6644 -5.8172 -2.9221 0.473
C 0.2850 -6.3112 -1.3034 0.450
H 0.7873 -9.0323 -2.4448 0.245
H -1.0733 3.9094 -1.6716 -0.538
H -1.2286 5.5473 0.7035 0.468
H 2.2194 1.4049 -4.5314 0.469
C 3.3033 2.9834 -1.4799 -0.101
H -3.4943 2.6450 -3.2506 0.235
O -0.9575 -7.9535 -2.2614 -0.496
O 1.0885 -2.4114 -0.0778 -0.292
C 2.3807 2.2743 -0.7367 -1.596
Si -2.9060 0.3377 -2.4550 0.351
C 1.2187 0.0923 3.4997 -0.820
H -0.6363 -2.0121 -3.5410 -0.008
O 1.5072 -0.4165 -1.2185 -0.265
S 3.7526 0.8745 2.6853 -0.378
H 3.7409 -1.4993 -2.1772 0.525
H -0.1194 5.2036 -2.4011 0.468
C -1.4591 -4.2977 -1.9851 0.012
C -2.3400 1.1219 1.0706 -0.788
C -0.4921 1.5714 -5.1568 -1.614
C -3.4447 -0.7644 2.0946 -0.202
N -1.0336 -0.8527 1.4059 0.605
H -5.6279 1.7766 1.6034 0.344
H 0.7705 -3.7893 3.4793 0.547
O 2.9399 -1.1065 0.3645 -0.766
H -0.5694 -2.1337 4.7609 0.467
H 1.5350 -4.8514 -0.3836 0.548
C -1.0790 0.8029 -2.1967 1.094
C -0.2770 -3.9930 -1.2576 0.707
C -0.2930 4.1273 -2.3931 -0.519
H 2.4041 -0.3006 -4.1632 0.496
H -4.2782 -1.6682 -1.7663 0.687
C 1.9452 0.6248 -3.8253 -0.836
Si 0.0299 0.3995 -3.7046 1.405
C -4.6979 1.2282 1.6053 -1.103
H -4.6039 -0.2930 -4.2054 0.369
H -2.7009 -4.1898 2.2329 0.574
C 0.7407 -3.3676 2.4774 -1.393
C 0.0209 -2.6769 -0.8632 0.021
H 0.7834 -4.1962 1.7794 0.252
H -1.7532 3.9148 3.7642 0.478
H -3.5728 2.8402 0.7924 0.026
H 1.4886 0.5897 4.4328 0.635
C 0.9062 3.9650 1.7461 -1.406
H -5.5227 -0.5141 2.5191 0.265
H -1.1953 -1.3349 -5.0588 0.404
C -3.8213 2.0304 -2.4169 -1.040
H 2.3973 0.8661 -2.8683 -0.159
H 0.0427 2.5163 -5.1367 0.399
C 3.8865 1.5962 1.1225 -0.292
H 1.6451 -2.7920 2.3181 0.234
H -1.8914 -1.1195 4.2282 0.369
C -1.7687 -5.5877 -2.3665 -1.331
H 0.1662 0.2617 3.2805 -0.474
C -1.4020 2.9752 3.3505 -1.428
N 1.6450 0.9839 1.1972 0.352
C 2.6727 1.5619 0.4798 -0.465
H -1.6185 -4.4072 0.8791 0.412
H 1.5963 3.3266 2.2836 0.288
H -2.8410 -3.1720 0.8165 0.208
H 0.4808 -1.8062 -4.8704 0.452

=====

Entry 4:
18
Properties=species:S:1:pos:R:3:mulliken_charge:R:1 method="wB97M-V/def2-TZVPD" e_tot_ev=-8899.150 e_above_lowest_kcal_mol=58.7
H -0.8698 -1.7423 0.9018 0.326
H -2.8570 1.8469 0.1278 0.300
H 1.2833 1.4238 -1.0895 0.358
C 2.6668 0.1958 -0.1886 -0.052
H 0.3832 0.1125 1.3612 0.396
O 2.8560 0.1725 0.9968 -0.472
H -0.3258 -1.8729 -0.8446 0.271
C 0.1752 -0.0568 0.3374 0.232
C 1.2669 0.3345 -0.7405 -0.804
H 0.8417 -2.2662 0.5453 0.339
H -2.6009 0.7206 1.4662 0.328
H 3.4639 0.2526 -0.9465 0.360
H 1.2539 -0.2610 -1.6099 0.426
H -1.0462 1.0201 -0.8573 0.184
C -0.0160 -1.5960 0.2258 -1.234
C -2.4594 0.8209 0.3849 -0.883
N -1.0228 0.8408 0.1163 -0.364
H -2.9931 0.0542 -0.1866 0.290

=====

Entry 5:
14
Properties=species:S:1:pos:R:3:mulliken_charge:R:1 method="wB97M-V/def2-TZVPD" e_tot_ev=-25947.424 e_above_lowest_kcal_mol=22.8
H -1.5786 0.6838 1.3713 0.288
C 1.3508 0.1406 0.4795 -0.710
S -0.4707 1.9057 -0.8485 -0.189
H 0.4375 -0.6757 -2.1124 0.452
H 0.1022 -1.8820 -0.9145 0.430
H 1.9668 -0.6919 0.1654 0.337
H -1.3568 -1.1322 0.9769 0.323
C -0.0316 0.2050 -0.1897 0.829
C -0.8895 -0.1387 1.1130 -0.720
H -0.6218 2.4102 0.3675 0.137
H -1.2228 -0.8659 -1.6676 0.412
S 0.6274 -0.1551 2.0573 -0.164
C -0.2109 -0.8932 -1.2810 -1.730
H 1.8982 1.0895 0.4829 0.306